A structure of composition C50H41AsN14O2S3Sr at a distorted geometry. Source: the Open Molecules 2025 dataset; level of theory: wB97M-V/def2-TZVPD.

For the energy, the calculation gives -171657.232 eV. For the maximum force, the calculation gives 0.0727 hartree/bohr. Its charge is -2. The value obtained for the gap between HOMO and LUMO is 4.549 eV.

Each line ends with the Löwdin charge.
Cartesian coordinates (Å):
Sr  -1.64  -0.93  -0.97  1.0461
N  -1.03  -5.46  -2.15  0.0145
C  -0.93  -4.11  -1.85  -0.9760
S  -2.17  -3.18  -2.56  0.4392
N  0.11  -3.78  -1.13  -0.0548
N  0.25  -2.49  -0.73  -0.1580
C  1.38  -2.24  -0.16  -0.1391
C  1.76  -1.04  0.51  -0.1960
C  2.93  -1.06  1.28  -0.0747
C  3.31  0.01  2.07  -0.1331
C  2.50  1.14  2.10  -0.1200
C  1.36  1.21  1.34  -0.0301
C  0.96  0.16  0.47  -0.4412
O  -0.06  0.28  -0.27  -0.3550
H  -1.97  -5.74  -2.38  0.0440
H  -0.51  -6.08  -1.54  0.0619
H  2.12  -3.07  -0.11  0.1148
H  3.55  -1.95  1.27  0.1007
H  4.21  -0.03  2.66  0.0811
H  2.77  1.96  2.76  0.0899
H  0.73  2.09  1.37  0.1027
C  -0.72  -2.14  5.02  -0.0881
N  -1.42  -1.63  3.88  -0.1465
C  -0.96  -1.19  2.70  -0.1521
N  -1.97  -0.82  1.94  0.0763
C  -3.05  -1.06  2.70  -0.2325
N  -2.76  -1.55  3.88  0.1139
C  0.26  -1.16  5.64  -0.1798
C  1.16  -1.62  6.60  -0.0376
C  2.07  -0.74  7.18  -0.0792
C  2.11  0.58  6.81  -0.0216
C  1.22  1.05  5.84  -0.1315
C  0.28  0.17  5.28  0.0483
C  1.25  2.40  5.37  -0.2855
N  2.07  3.37  5.68  0.0960
N  1.77  4.42  4.91  0.0935
C  0.77  4.06  4.14  -0.2836
O  0.38  2.79  4.40  0.1237
C  0.12  4.83  3.12  -0.1398
C  0.64  6.06  2.71  -0.0210
C  0.02  6.76  1.70  -0.0714
C  -1.14  6.28  1.12  -0.0238
C  -1.69  5.07  1.54  -0.1861
C  -2.99  4.56  0.95  -0.0874
N  -2.78  3.49  0.01  -0.1261
C  -2.77  2.16  0.21  -0.1649
N  -2.57  1.55  -0.93  0.0135
C  -2.45  2.55  -1.82  -0.2238
N  -2.58  3.74  -1.29  0.1126
C  -1.05  4.34  2.52  0.0360
H  -0.18  -3.05  4.75  0.1292
H  -1.49  -2.39  5.76  0.1330
H  0.07  -1.14  2.43  0.1288
H  -4.06  -0.88  2.36  0.0224
H  1.14  -2.66  6.89  0.1098
H  2.76  -1.12  7.93  0.1001
H  2.83  1.27  7.24  0.1098
H  -0.40  0.56  4.53  0.1228
H  1.55  6.42  3.18  0.1096
H  0.44  7.70  1.36  0.1016
H  -1.63  6.84  0.33  0.1115
H  -3.49  5.37  0.41  0.1234
H  -3.64  4.19  1.75  0.1348
H  -2.93  1.68  1.15  0.1101
H  -2.30  2.38  -2.87  0.0344
H  -1.45  3.39  2.84  0.1264
S  -2.28  0.13  -4.13  0.5069
C  -1.35  -0.19  -5.54  -0.7666
C  -1.92  0.04  -6.80  -0.1549
C  -1.20  -0.17  -7.95  -0.1340
C  0.12  -0.60  -7.86  -0.1374
C  0.69  -0.85  -6.62  -0.1232
C  -0.02  -0.63  -5.45  -0.3938
As  0.64  -1.04  -3.64  1.3220
C  2.44  -1.65  -4.21  -0.3824
C  3.46  -0.80  -4.63  -0.1250
C  4.69  -1.29  -5.01  -0.1044
C  4.93  -2.65  -4.99  -0.1215
C  3.93  -3.52  -4.58  -0.1074
C  2.70  -3.01  -4.19  -0.1108
C  1.22  0.73  -3.10  -0.3934
C  0.57  1.90  -3.48  -0.1202
C  0.96  3.13  -2.98  -0.0964
C  2.03  3.21  -2.11  -0.1065
C  2.70  2.06  -1.73  -0.0963
C  2.29  0.83  -2.22  -0.1447
H  -2.95  0.38  -6.84  0.0812
H  -1.65  0.01  -8.91  0.0850
H  0.70  -0.76  -8.76  0.0782
H  1.71  -1.21  -6.57  0.0834
H  3.28  0.27  -4.66  0.1051
H  5.47  -0.61  -5.34  0.0921
H  5.90  -3.04  -5.29  0.0872
H  4.11  -4.58  -4.56  0.0916
H  1.91  -3.68  -3.86  0.0961
H  -0.27  1.84  -4.16  0.0564
H  0.42  4.02  -3.27  0.0958
H  2.33  4.17  -1.71  0.0882
H  3.53  2.12  -1.04  0.0988
H  2.82  -0.07  -1.92  0.1054
N  -2.47  -5.29  2.14  0.0387
C  -3.68  -5.31  1.51  -0.1064
C  -3.70  -4.22  0.69  -0.1457
N  -2.53  -3.54  0.80  0.0570
C  -1.81  -4.19  1.67  -0.2267
H  -2.13  -5.95  2.81  0.1341
H  -4.40  -6.08  1.70  0.0942
H  -4.49  -3.87  0.05  0.0639
H  -0.81  -3.93  1.97  0.1101
S  -5.32  -0.25  0.29  0.4408
C  -6.03  -1.71  0.30  -1.0496
N  -6.58  -2.74  0.34  -0.0213

A structure of composition C50H41N2P2SeSiTi. Source: the Open Molecules 2025 dataset; level of theory: wB97M-V/def2-TZVPD.

For the energy, the calculation gives -170409.913 eV. For the maximum force, the calculation gives 0.0109 hartree/bohr. Its charge is +1. The value obtained for the gap between HOMO and LUMO is 6.875 eV. As for the energy above the lowest of the compared OMol25 structures with the same formula, charge and spin: 3.3 kJ/mol.

Each line ends with the Löwdin charge.
Cartesian coordinates (Å):
Ti  -0.32  0.00  0.04  0.6481
C  -1.90  3.45  0.74  -0.1975
Si  -0.48  2.30  1.17  0.6125
C  -0.61  1.97  3.04  -0.3068
C  -0.58  3.07  3.91  -0.0787
C  -0.64  2.91  5.28  -0.0538
C  -0.75  1.64  5.83  -0.0573
C  -0.78  0.54  5.00  -0.0675
C  -0.71  0.70  3.61  -0.3840
P  -0.71  -0.75  2.51  1.0524
C  0.29  -2.08  3.22  -0.3498
C  1.45  -2.46  2.57  -0.1119
C  2.27  -3.45  3.10  -0.0621
C  1.92  -4.08  4.28  -0.0581
C  0.74  -3.72  4.93  -0.0572
C  -0.07  -2.73  4.41  -0.0932
C  -2.42  -1.36  2.51  -0.3568
C  -2.71  -2.72  2.41  -0.1177
C  -4.02  -3.15  2.25  -0.0651
C  -5.05  -2.23  2.18  -0.0607
C  -4.77  -0.87  2.29  -0.0523
C  -3.47  -0.44  2.45  -0.0823
C  1.13  3.25  0.88  -0.2849
C  1.17  4.65  0.92  -0.0816
C  2.37  5.34  0.87  -0.0572
C  3.57  4.64  0.79  -0.0555
C  3.56  3.26  0.74  -0.0842
C  2.34  2.57  0.75  -0.3819
P  2.33  0.77  0.69  1.0851
C  3.43  0.28  -0.67  -0.3527
C  3.84  1.18  -1.65  -0.0806
C  4.66  0.77  -2.68  -0.0596
C  5.10  -0.54  -2.74  -0.0643
C  4.68  -1.45  -1.79  -0.0764
C  3.83  -1.05  -0.77  -0.1258
C  3.21  0.31  2.22  -0.3439
C  2.64  0.75  3.42  -0.0871
C  3.21  0.42  4.63  -0.0549
C  4.37  -0.35  4.67  -0.0665
C  4.96  -0.74  3.49  -0.0688
C  4.39  -0.42  2.27  -0.0816
H  -1.88  4.34  1.37  0.0311
H  -1.86  3.77  -0.30  0.0425
H  -2.87  2.96  0.89  0.0246
H  -0.49  4.07  3.51  0.1054
H  -0.61  3.78  5.93  0.1128
H  -0.80  1.51  6.91  0.1119
H  -0.86  -0.45  5.44  0.0936
H  1.73  -1.98  1.64  0.0676
H  3.17  -3.73  2.57  0.1130
H  2.55  -4.85  4.69  0.1120
H  0.46  -4.22  5.85  0.1125
H  -1.00  -2.49  4.91  0.1069
H  -1.91  -3.45  2.48  0.0936
H  -4.23  -4.21  2.18  0.1118
H  -6.07  -2.56  2.05  0.1122
H  -5.57  -0.15  2.24  0.1149
H  -3.26  0.62  2.53  0.1071
H  0.24  5.21  1.00  0.0986
H  2.37  6.42  0.90  0.1117
H  4.51  5.18  0.77  0.1121
H  4.49  2.72  0.68  0.1183
H  3.51  2.21  -1.61  0.1062
H  4.97  1.49  -3.43  0.1125
H  5.77  -0.85  -3.54  0.1103
H  5.01  -2.48  -1.84  0.1105
H  3.48  -1.79  -0.06  0.1018
H  1.76  1.37  3.41  0.0851
H  2.75  0.77  5.55  0.1096
H  4.81  -0.61  5.62  0.1091
H  5.89  -1.31  3.50  0.1102
H  4.90  -0.72  1.36  0.0929
N  -1.10  -2.06  -0.48  0.0489
C  -0.03  -2.98  -0.76  -0.2326
C  0.02  -4.17  -0.05  -0.0288
C  1.04  -5.08  -0.29  -0.0656
C  1.99  -4.80  -1.26  -0.0607
C  1.93  -3.61  -1.97  -0.0322
C  0.93  -2.66  -1.72  -0.1238
C  0.93  -1.37  -2.46  -0.1907
C  1.33  -1.31  -3.79  -0.0154
C  1.33  -0.10  -4.47  -0.0550
C  0.92  1.07  -3.84  -0.0647
C  0.50  1.01  -2.52  -0.1139
C  0.52  -0.19  -1.82  -0.2357
H  -1.79  -2.45  0.15  0.0821
H  -1.57  -1.78  -1.33  0.1185
H  -0.74  -4.39  0.69  0.1094
H  1.08  -6.00  0.27  0.1124
H  2.78  -5.51  -1.47  0.1106
H  2.68  -3.39  -2.71  0.1074
H  1.62  -2.21  -4.32  0.1179
H  1.64  -0.07  -5.51  0.1116
H  0.90  2.00  -4.38  0.1119
H  0.16  1.94  -2.05  0.1024
Se  -4.36  1.39  -2.10  0.6854
C  -3.03  0.92  -1.10  -0.9231
N  -2.12  0.59  -0.40  -0.1161

A structure of composition C50H41N4O4SSr at a distorted geometry. Source: the Open Molecules 2025 dataset; level of theory: wB97M-V/def2-TZVPD.

For the energy, the calculation gives -78339.712 eV. For the maximum force, the calculation gives 0.0546 hartree/bohr. Its charge is -1. The value obtained for the gap between HOMO and LUMO is 6.528 eV. As for the energy above the lowest of the compared OMol25 structures with the same formula, charge and spin: 33.5 kJ/mol.

Each line ends with the Löwdin charge.
Cartesian coordinates (Å):
Sr  0.27  0.17  0.00  1.4989
C  3.29  5.85  2.80  0.0160
C  2.17  5.51  1.86  -0.5971
C  1.43  6.70  1.29  0.0172
O  2.65  4.74  0.76  -0.0405
C  2.30  3.36  1.02  -0.1340
C  0.91  3.58  1.68  -0.1291
O  1.27  4.66  2.56  -0.0300
C  0.11  2.50  2.46  -0.4250
O  -0.31  1.58  1.53  -0.4729
C  -1.13  3.21  3.08  -0.1187
C  -1.10  4.18  4.08  -0.0546
C  -2.28  4.75  4.57  -0.0912
C  -3.51  4.36  4.07  -0.1121
C  -3.56  3.39  3.08  -0.0879
C  -2.38  2.83  2.59  -0.0175
C  0.92  1.77  3.55  -0.0892
C  0.54  1.69  4.89  -0.0262
C  1.25  0.92  5.80  -0.0957
C  2.36  0.19  5.40  -0.1124
C  2.74  0.25  4.06  -0.0801
C  2.03  1.01  3.15  -0.0264
C  2.57  2.54  -0.27  -0.4374
O  2.14  1.25  -0.07  -0.4699
C  1.80  3.11  -1.50  -0.0961
C  2.41  3.60  -2.65  -0.0274
C  1.67  4.02  -3.76  -0.0838
C  0.29  3.97  -3.73  -0.1033
C  -0.35  3.48  -2.60  -0.0788
C  0.40  3.04  -1.52  -0.0470
C  4.11  2.57  -0.48  -0.1311
C  4.87  3.73  -0.65  -0.0486
C  6.25  3.67  -0.79  -0.0914
C  6.91  2.44  -0.76  -0.1131
C  6.16  1.29  -0.58  -0.0873
C  4.78  1.35  -0.44  -0.0272
H  4.02  6.50  2.31  0.0878
H  3.79  4.93  3.11  0.0926
H  2.92  6.36  3.69  0.0879
H  2.10  7.31  0.67  0.0883
H  1.03  7.32  2.09  0.0883
H  0.61  6.34  0.66  0.0910
H  2.98  2.96  1.77  0.1533
H  0.22  3.94  0.92  0.1488
H  -0.15  4.50  4.49  0.1125
H  -2.22  5.50  5.36  0.0934
H  -4.43  4.80  4.45  0.0901
H  -4.51  3.07  2.67  0.0868
H  -2.39  2.07  1.82  0.0816
H  -0.33  2.23  5.23  0.0986
H  0.93  0.88  6.83  0.0925
H  2.92  -0.41  6.10  0.0902
H  3.60  -0.32  3.71  0.0995
H  2.31  1.01  2.10  0.0905
H  3.49  3.63  -2.71  0.1030
H  2.19  4.37  -4.64  0.0960
H  -0.29  4.30  -4.59  0.0932
H  -1.43  3.42  -2.56  0.1005
H  -0.15  2.66  -0.65  0.0768
H  4.37  4.69  -0.67  0.1107
H  6.81  4.59  -0.92  0.0933
H  7.99  2.40  -0.86  0.0897
H  6.65  0.32  -0.55  0.0943
H  4.18  0.46  -0.30  0.1056
S  -0.84  -3.95  -3.06  0.9327
C  -2.09  -3.97  -1.90  -0.4838
C  -1.94  -2.95  -1.00  -0.2810
C  -0.80  -2.08  -1.18  -0.2386
C  -0.13  -2.55  -2.28  -0.5663
C  1.12  -1.98  -2.86  -0.3002
C  1.87  -2.66  -3.84  -0.0612
C  3.02  -2.09  -4.33  -0.0866
C  3.43  -0.85  -3.86  -0.0742
C  2.64  -0.25  -2.89  -0.1277
N  1.52  -0.78  -2.40  0.0696
H  -2.87  -4.72  -1.94  0.0444
H  -2.66  -2.83  -0.19  0.0612
H  1.55  -3.63  -4.18  0.0756
H  3.60  -2.61  -5.09  0.0992
H  4.33  -0.36  -4.21  0.0965
H  2.92  0.71  -2.47  0.0886
N  -11.01  1.52  1.78  0.1425
C  -9.90  1.22  1.80  -0.1809
C  -8.49  0.85  1.83  -0.2382
C  -7.97  0.17  2.93  -0.0242
C  -6.64  -0.19  2.96  0.0016
C  -5.80  0.13  1.89  -0.1714
C  -6.32  0.81  0.80  0.0025
C  -7.66  1.17  0.77  -0.0221
N  -4.44  -0.23  1.93  -0.0054
C  -3.75  -0.81  2.99  -0.0428
C  -2.47  -0.94  2.57  -0.1011
N  -2.32  -0.45  1.28  0.0513
C  -3.51  -0.06  0.93  -0.1539
H  -8.62  -0.08  3.76  0.1212
H  -6.25  -0.72  3.82  0.1039
H  -5.69  1.08  -0.04  0.1079
H  -8.06  1.70  -0.08  0.1225
H  -4.21  -1.05  3.93  0.1055
H  -1.63  -1.31  3.14  0.1141
H  -3.76  0.37  -0.02  0.1326